[1]
Density functional theory data (wB97M-V/def2-TZVPD) for 2 unconnected molecules or ions with the total composition C18H20Cl2FN2.

ORCA input file:
```
! RIJCOSX wB97M-V def2-TZVPD def2/J DEFGRID3
* xyz 1 1
H -1.13975 1.93416 10.94997
N 3.11903 1.17527 7.33013
H -5.09772 -2.70030 7.39348
C -4.46438 -2.19787 5.40095
N -3.15620 -0.36155 6.55098
H -2.49749 3.00180 6.25113
C -5.45774 -2.11218 6.55443
H 6.07615 1.86474 9.64437
H 4.08848 3.51613 9.51014
H -4.23947 -3.24611 5.16204
C -4.30144 -0.05761 7.42668
H 5.82115 -0.42282 8.49987
H -0.12250 0.56171 5.89790
C -3.12990 -1.56695 5.71234
F -0.12897 -1.33323 6.89343
C -5.61155 -0.65774 6.94335
C -1.48640 1.18174 8.96079
H -5.99530 -0.06785 6.12269
Cl 3.72218 -1.32501 6.88905
H -4.41121 1.03054 7.54416
Cl 1.69509 3.26722 8.03635
C -0.79128 -0.32959 6.10053
C -1.88407 1.44298 7.64046
C -2.22695 2.79323 7.30794
H -4.06191 -0.44210 8.44134
C 5.20170 1.64557 9.06972
H -1.05539 -0.87849 5.17020
H -2.70178 -1.30747 4.73616
C -1.76297 3.49360 9.57664
C 3.11916 2.27231 8.09774
H -4.86998 -1.74752 4.49470
C 4.00576 0.21113 7.56686
C -2.00430 0.24601 6.74060
H -6.31807 -0.56662 7.76664
H -6.40195 -2.52010 6.22877
H -1.23100 0.14095 9.20620
C -1.43650 2.17698 9.92744
H -2.45052 -2.29354 6.19066
C 5.12205 0.40663 8.39939
C 4.18141 2.58337 8.95628
H -1.76377 4.28474 10.32066
C -2.15150 3.79819 8.26971
H -2.40286 4.82356 7.98429
*
```

Properties
Largest force on an atom, Eh/bohr: 0.0465
Highest occupied orbital energy, eV: -11.416
LUMO level, eV: -4.5
Gap between HOMO and LUMO, hartree: 0.2529

[2]
Density functional theory data (wB97M-V/def2-TZVPD) for 12 unconnected molecules or ions with the total composition C18H20Cl33FO5.

ORCA input file:
```
! RIJCOSX wB97M-V def2-TZVPD def2/J DEFGRID3
* xyz 0 1
C 0.92325 -2.01703 0.23687
Cl -0.95404 1.44633 -4.87005
Cl 4.94646 3.36885 8.56294
Cl -2.31150 -4.72034 1.89678
H 3.39996 1.41249 -0.52439
Cl 3.39346 2.41695 -4.43492
Cl -8.62534 -3.65932 -1.78611
O -0.00222 -2.70164 0.19310
H -0.20078 1.01295 -1.34790
Cl 7.99625 0.85066 5.30337
H -4.50220 7.77518 -5.48047
Cl -3.77764 5.61129 -4.94429
H 2.02643 -0.49076 -1.28899
H 4.78118 -1.74827 -0.50719
Cl -3.25269 -5.52449 -2.01830
C -3.83945 7.06030 -5.95382
C 5.22570 1.89889 7.62464
Cl -1.39888 4.11692 1.49997
Cl -8.32026 -2.31423 0.77210
Cl 3.07268 4.65804 -2.61645
C -4.01519 1.74889 3.40962
Cl -2.23850 7.79257 -6.08867
C -8.00182 -3.79350 -0.13961
H -2.09945 -3.96801 -0.69368
H -0.14348 2.23234 -0.03490
O 5.57684 -0.78443 2.33193
H 2.70026 -1.09189 1.59121
C 2.32977 1.32934 -0.25198
C 0.14427 4.53178 2.25154
H 0.14738 5.59609 2.45519
H 4.82347 -0.04730 0.03416
Cl 4.59228 2.07501 5.98662
H 2.22297 1.81479 0.75796
Cl -4.35415 -3.43531 -0.33127
C 5.14280 -1.54864 1.59448
H -6.92928 -3.93148 -0.19423
Cl -2.41336 3.10787 -2.98547
Cl -4.22181 -4.66181 4.08284
Cl -2.26673 1.84591 3.63982
H -2.51224 3.13705 -5.32952
H -3.77275 -7.66638 -3.51382
Cl -0.54629 4.32270 -4.85099
Cl -3.58869 -9.60159 -2.19944
Cl 0.34598 3.67074 3.78374
Cl 9.85606 2.06327 3.42996
C -3.44492 -5.67249 2.86049
C 0.20026 2.00923 -1.05998
C -2.97873 -3.92080 -1.32635
Cl -4.54040 0.06531 3.31405
H 2.26508 4.43701 -4.80388
H 7.84063 0.95593 2.96843
Cl 1.48713 4.16670 1.15949
Cl 9.35249 -0.79538 3.33150
Cl 4.51825 5.00803 -5.11271
O 0.79349 -0.62482 0.38798
C 4.46995 -1.05066 0.29784
C 8.65423 0.79024 3.66534
Cl -5.32004 -9.13361 -4.48498
Cl -2.68202 -2.73479 -2.59928
F 5.18173 -2.86164 1.84210
Cl -4.48533 6.67866 -7.55206
Cl -4.50845 2.63328 1.95951
H 6.29544 1.73644 7.55931
O 1.61603 2.07423 -1.24221
H -2.88827 -6.45198 3.36713
C 2.94705 -1.14096 0.50883
H -0.31507 2.72725 -1.72329
O 2.26010 -2.36267 0.11050
Cl -4.65516 -6.43976 1.82656
Cl -8.69746 -5.19486 0.68021
Cl 4.50192 0.50186 8.42620
C 2.00768 -0.16921 -0.22532
H -4.49656 2.20692 4.26566
Cl -2.43491 -9.08331 -4.81503
C 3.18910 4.16690 -4.30704
C -1.71358 3.01823 -4.60662
C -3.77836 -8.73003 -3.72477
*
```

Properties
Largest force on an atom, Eh/bohr: 0.0821
Structure (SMILES): COC[C@@H]1OC(=O)O[C@H]1CC(=O)F.ClC(Cl)Cl.ClC(Cl)Cl.ClC(Cl)Cl.ClC(Cl)Cl.ClC(Cl)Cl.ClC(Cl)Cl.ClC(Cl)Cl.ClC(Cl)Cl.ClC(Cl)Cl.ClC(Cl)Cl.ClC(Cl)Cl
Highest occupied orbital energy, eV: -10.289
LUMO level, eV: 0.1
Gap between HOMO and LUMO, hartree: 0.3827

[3]
Density functional theory data (wB97M-V/def2-TZVPD) for a molecular structure, C18H20Cl3N4O2PtSSi.

ORCA input file:
```
! RIJCOSX wB97M-V def2-TZVPD def2/J DEFGRID3
* xyz -1 1
H 1.38115 -4.34047 -2.24477
C -3.57243 3.00560 0.82682
C 0.59687 -3.94755 3.22372
H -1.19941 0.00095 2.65594
H 0.16498 -0.44233 -4.22343
C 0.09355 -0.49261 -2.08586
C -0.24747 0.14352 -3.40285
H -3.66712 2.31335 1.65285
C 0.09936 -1.62265 3.18711
C -2.63561 2.71886 -0.15786
Cl 3.60503 1.63033 1.48183
H -4.80942 5.92332 -0.37720
H 1.11395 -2.13932 -3.03519
N 1.24602 -1.34943 2.55115
H 1.15993 -5.92647 3.82256
H 0.07028 -5.83624 2.43283
C 1.35128 -4.02433 -1.20252
H -5.08002 4.36289 1.52717
O -1.86507 0.83485 1.06312
H 0.15308 1.15831 -3.42113
Cl 0.91106 2.48378 3.06682
C -0.26458 -2.93880 3.52735
H -1.22155 -3.14286 3.98087
C 0.72858 -1.78298 -2.08986
C -4.20473 5.02595 -0.31651
N -0.26540 0.11077 -0.99016
C 0.30140 -5.39830 3.40616
H -3.13674 5.43034 -2.13482
C 0.72843 -2.65943 -1.03355
C -3.26467 4.74804 -1.30238
H 2.37354 -3.98166 -0.81678
H -1.73736 3.37844 -1.97111
N 1.78911 -3.62486 2.70107
C -0.80159 -0.49073 3.55222
H -1.32665 0.23604 -3.52478
Si 1.53169 1.62098 1.25113
H -0.55567 -5.53808 4.05965
H -0.22855 0.25758 4.09823
Cl 1.26616 3.18690 -0.11074
C -1.80050 1.46304 -0.02115
H 0.79502 -4.75749 -0.61463
S 3.63398 -2.15564 1.58699
Pt 0.62567 -0.40322 0.73812
H 2.45404 -4.34026 2.44287
H -1.63047 -0.84786 4.16162
N -1.11425 1.18606 -1.11668
C 2.15605 -2.35124 2.29149
C -2.48335 3.60515 -1.22150
O 0.21865 -2.43553 0.13662
C -4.35479 4.15080 0.75000
*
```

Properties
Largest force on an atom, Eh/bohr: 0.0141
Highest occupied orbital energy, eV: -3.847
LUMO level, eV: 2.0
Gap between HOMO and LUMO, hartree: 0.2155

[4]
Density functional theory data (wB97M-V/def2-TZVPD) for a single C18H20ClN3O molecule.

ORCA input file:
```
! RIJCOSX wB97M-V def2-TZVPD def2/J DEFGRID3
* xyz 0 1
H 5.60004 -1.02276 -2.42857
C -3.74903 -0.84731 0.21342
C -1.82482 -0.67656 1.67919
H 3.58992 3.26579 -0.96820
H -4.43779 -1.62818 0.56348
C 5.89633 1.16720 -2.38694
H 1.55134 -0.68258 -1.21254
N -1.48367 0.50990 -3.00350
H -2.61725 -2.99783 -0.84862
C -2.32831 -1.52860 2.85056
C -0.20711 -0.53758 1.58118
H -1.62918 -3.25223 0.63435
H -2.89350 -1.01851 3.61500
C -1.34977 0.09948 -0.39929
H -2.45919 1.11401 2.61301
N 0.01303 -0.36970 0.16717
C -1.42522 0.27488 -1.84928
H -0.96308 -2.56678 -0.80489
O 1.59091 2.09351 0.22411
C -3.94394 0.37502 1.22446
C 3.82144 0.02103 -1.73003
C -2.50539 0.61019 1.66304
C -2.19627 -1.08924 0.22411
C 5.35141 2.37369 -1.79843
H -2.34121 2.06633 -0.08769
H -1.39253 -2.07358 3.35261
H -4.61862 0.16572 2.08404
H -4.35970 1.14512 0.59434
H 5.91133 3.30428 -1.76746
C 5.12560 -0.06110 -2.23243
C 3.30389 1.20459 -1.24063
H -0.82112 1.91923 0.76728
C 4.03514 2.37512 -1.30317
H 0.35541 -1.45878 1.93653
C -1.84468 -2.56965 -0.20625
C 1.92360 1.15670 -0.48578
H -2.99155 -2.29820 2.41344
Cl 7.47755 1.18708 -3.06935
H -4.06179 -0.55746 -0.84577
C -1.75511 1.36738 0.50021
N 1.18573 -0.02158 -0.53370
H 0.19145 0.31794 2.08294
H 3.27571 -0.85601 -1.78198
*
```

Properties
Largest force on an atom, Eh/bohr: 0.0736
Structure (SMILES): C[C@]12CC[C@@H]3C[C@@]1(C#N)N(NC(=O)c1ccc(Cl)cc1)C[C@@]32C
Highest occupied orbital energy, eV: -8.884
LUMO level, eV: 0.3
Gap between HOMO and LUMO, hartree: 0.3381

[5]
Density functional theory data (wB97M-V/def2-TZVPD) for a single C18H20ClN3O4S molecule.

ORCA input file:
```
! RIJCOSX wB97M-V def2-TZVPD def2/J DEFGRID3
* xyz 0 1
H -4.65583 0.59365 0.96380
C -1.91869 -3.39671 -0.02434
H 4.08532 -1.58012 -2.71183
N -3.54738 -0.63486 -0.31009
C -0.84265 -4.23356 -0.28171
C 0.60790 3.54473 -0.71866
C 1.99763 -0.14962 -1.60960
C 0.66247 -2.45149 0.22199
Cl 3.19601 3.55939 0.04074
H -2.92847 -3.77080 -0.10850
H -0.49640 1.39526 2.27743
N 2.62750 -1.39763 -1.24355
C 1.53165 3.12885 0.22650
H 1.31019 -4.38727 -0.36350
S 2.33028 -1.80922 0.36834
H 0.94009 -0.20612 -1.35989
C -2.76741 -1.08652 0.69528
H 2.10333 -0.00083 -2.68349
H -1.43885 3.47956 -1.33584
H -4.35957 -1.49957 -2.02514
H -3.25470 -0.14160 -2.31200
O -2.85292 -0.63404 1.82916
C -1.70020 -2.07936 0.35947
C -3.43180 -1.02545 -1.69547
N -2.42025 1.87811 0.60638
O 2.30139 -0.64299 1.20571
H 1.86538 2.02944 2.03910
H 2.43755 0.70121 -1.07926
H -0.19344 -0.60953 0.84024
O -3.35642 2.32229 -1.43528
C 0.45532 -3.75959 -0.17132
C -3.34436 1.73209 -0.37773
C -0.39548 -1.61438 0.50195
H -1.01990 -5.25852 -0.56971
H 4.42977 -2.37975 -1.15870
C -0.18429 1.99844 1.43698
H -5.16764 0.61202 -0.75405
C 1.14098 2.36377 1.31489
H 0.92440 4.15158 -1.55213
C -4.31748 0.58159 -0.07304
H -2.55518 1.30123 1.43348
C 4.02055 -1.48872 -1.62732
C -0.71842 3.17304 -0.59617
H 4.59463 -0.61464 -1.30145
C -1.11959 2.38087 0.47496
O 3.20805 -2.88570 0.71653
H -2.60789 -1.72111 -1.83128
*
```

Properties
Largest force on an atom, Eh/bohr: 0.0215
Structure (SMILES): CN(CC(=O)Nc1ccc(Cl)cc1)C(=O)c1cccc(S(=O)(=O)N(C)C)c1
Highest occupied orbital energy, eV: -8.519
LUMO level, eV: 0.3
Gap between HOMO and LUMO, hartree: 0.3228

Ordered electronic energy results: -1827.3985; -16360.1880; -3255.2633; -1397.5164; -2021.5476; unit hartree.